[1]
# C8H18FP

A cluster of 2 separate species, C8H18FP in total at a distorted geometry (the ωB97M-V functional and the def2-TZVPD basis, OMol25).

Computed properties:
HOMO level ... -0.3045 Eh
Kohn-Sham gap ... 0.337 Ha
Energy above the lowest of the compared OMol25 structures with the same formula, charge and spin ... 280.2 kJ/mol
Net charge ... 0
Spin multiplicity ... 1

Element x y z (Å)
C -1.201158 0.199095 -2.738168
C -2.480313 1.481579 1.271987
C 3.800580 0.507430 -0.802604
C -3.318060 0.608218 0.241352
C 2.853250 1.555310 1.305661
C -2.764269 -0.718770 -0.453844
C 1.960753 -0.688628 0.207329
C 2.779750 0.378241 0.290344
F 1.785122 1.658932 2.162392
P -1.060470 -0.864806 -1.186385
H -0.394117 0.879946 -2.964134
H -2.182714 0.704921 -2.625789
H -2.710876 0.968419 2.278876
H -1.390472 1.370627 0.991853
H -2.814121 2.475967 1.200619
H 4.853138 0.450668 -0.482871
H 3.666839 1.313387 -1.461616
H 3.570838 -0.414023 -1.403608
H -3.682944 1.329889 -0.503153
H -4.135312 0.262267 0.883597
H 3.765451 1.508927 1.822857
H 2.654943 2.386857 0.734384
H -2.833916 -1.621606 0.186506
H -3.415462 -1.131849 -1.333071
H 1.252629 -1.045732 0.858816
H 1.970088 -1.281441 -0.737746
H -1.176805 -0.641397 -3.605247
H -0.385074 -0.280459 -0.128991

Cartesian forces (eV/Å) of the 2 atoms listed first:
-0.413 -2.053 -0.670
0.968 -4.157 -0.210

Want to see where the charge sits? The Löwdin charges in e are:
1. C -0.3373
2. C -0.1066
3. C -0.0806
4. C -0.2884
5. C -0.1558
6. C -0.4606
7. C -0.0077
8. C -0.2990
9. F -0.0439
10. P 0.8208
11. H 0.0020
12. H 0.0152
13. H 0.0925
14. H 0.0545
15. H 0.0349
16. H 0.0901
17. H 0.0564
18. H 0.0828
19. H 0.0823
20. H 0.0791
21. H 0.1094
22. H 0.0976
23. H 0.0485
24. H 0.0880
25. H 0.0156
26. H 0.0638
27. H 0.0681
28. H -0.1217


[2]
# C8H18N2

A cluster of 3 separate species, C8H18N2 in total at a distorted geometry (the ωB97M-V functional and the def2-TZVPD basis, OMol25).

Computed properties:
HOMO level ... -0.2710 Eh
Kohn-Sham gap ... 0.304 Ha
Energy above the lowest of the compared OMol25 structures with the same formula, charge and spin ... 212.0 kJ/mol
Net charge ... 0
Spin multiplicity ... 1

Element x y z (Å)
C 1.695665 0.807881 -0.638559
C 2.861434 0.140887 -1.286430
C -0.248557 -1.897001 -1.534258
C 0.265994 -1.595597 -0.163961
N 1.617952 1.261085 0.547041
C 1.272917 -2.236821 0.409431
H 0.875751 1.083481 -1.295375
H 0.121756 1.079225 1.293155
H 2.406256 1.021212 1.146525
H 2.518677 -0.707979 -1.874567
H 3.587338 -0.199374 -0.549904
H 3.341120 0.840149 -1.971190
H -1.273089 -2.264540 -1.477234
H 0.361645 -2.643606 -2.039795
H -0.269801 -0.994483 -2.146691
H 1.588655 -2.007365 1.415315
H 1.848010 -2.992780 -0.107128
C -1.968790 1.942631 -0.042743
C -2.063867 1.081658 1.185806
N -0.844760 0.660453 1.675281
C -3.237675 0.682753 1.685948
H -0.860525 0.304542 2.618796
H -0.319694 -0.855215 0.426304
H -1.550321 1.370204 -0.869715
H -2.947735 2.306074 -0.338908
H -1.312729 2.793256 0.143112
H -4.169077 0.960656 1.226346
H -3.296549 0.058615 2.563398

Cartesian forces (eV/Å) of the 2 atoms listed first:
0.662 1.016 0.432
-0.082 -0.172 0.105

Want to see where the charge sits? The Löwdin charges in e are:
1. C -0.2934
2. C -0.0686
3. C -0.1069
4. C -0.2765
5. N 0.0732
6. C -0.0254
7. H 0.1016
8. H 0.0702
9. H 0.0777
10. H 0.0693
11. H 0.0803
12. H 0.0819
13. H 0.0770
14. H 0.0709
15. H 0.0611
16. H 0.0513
17. H 0.0567
18. C -0.0565
19. C -0.5099
20. N 0.0244
21. C -0.0034
22. H 0.0883
23. H 0.0691
24. H 0.0613
25. H 0.0721
26. H 0.0794
27. H 0.0360
28. H 0.0387


[3]
# C8H18N2

A cluster of 2 separate species, C8H18N2 in total at a distorted geometry (the ωB97M-V functional and the def2-TZVPD basis, OMol25).

Computed properties:
HOMO level ... -0.3024 Eh
Kohn-Sham gap ... 0.334 Ha
Energy above the lowest of the compared OMol25 structures with the same formula, charge and spin ... 111.5 kJ/mol
Net charge ... 0
Spin multiplicity ... 1

Element x y z (Å)
C 1.148089 0.555596 -1.089429
C 2.311653 0.613344 -2.076220
C 1.764987 -1.686356 0.116204
C 0.801584 -0.945969 -0.765782
N 1.445003 1.370280 0.061018
C -0.151299 -1.575334 -1.445684
H 0.257135 0.980228 -1.565398
H 2.323456 1.095144 0.486020
H 0.711583 1.294553 0.764813
H 2.512367 1.650050 -2.335810
H 2.073886 0.056004 -2.978680
H 3.211764 0.192495 -1.632460
H 1.371861 -2.661745 0.389421
H 1.952834 -1.129105 1.035476
H 2.722774 -1.828496 -0.390331
H -0.326694 -2.634720 -1.342001
H -0.811987 -1.049673 -2.116609
C -2.333418 1.295408 0.315173
C -2.096728 0.447419 1.530437
N -0.790119 -0.027613 1.640889
C -3.021727 0.244426 2.466058
H -0.429852 -0.462089 0.744976
H -0.677501 -0.666977 2.419383
H -1.612864 2.111681 0.280279
H -2.210281 0.698221 -0.589112
H -3.336459 1.711149 0.325312
H -3.986864 0.710653 2.415162
H -2.823182 -0.358573 3.336894

Cartesian forces (eV/Å) of the 2 atoms listed first:
-0.492 -1.065 0.101
-0.274 0.005 0.084

Want to see where the charge sits? The Löwdin charges in e are:
1. C -0.4367
2. C -0.0568
3. C -0.0635
4. C -0.3722
5. N 0.0367
6. C 0.0406
7. H 0.1245
8. H 0.0714
9. H 0.0402
10. H 0.0781
11. H 0.0801
12. H 0.0723
13. H 0.0792
14. H 0.0722
15. H 0.0838
16. H 0.0655
17. H 0.0637
18. C -0.0490
19. C -0.4821
20. N 0.0675
21. C 0.0177
22. H 0.0621
23. H 0.0933
24. H 0.0792
25. H 0.0683
26. H 0.0749
27. H 0.0441
28. H 0.0451


[4]
# C8H18N2O6

A cluster of 2 separate species, C8H18N2O6 in total (the ωB97M-V functional and the def2-TZVPD basis, OMol25).

Computed properties:
HOMO level ... -0.3483 Eh
Kohn-Sham gap ... 0.365 Ha
Energy above the lowest of the compared OMol25 structures with the same formula, charge and spin ... 3.7 kJ/mol
Net charge ... 0
Spin multiplicity ... 1

Element x y z (Å)
C 0.858136 -2.537274 -2.801747
C 2.206482 -3.251555 -2.998552
C 0.921366 -1.371415 -1.797425
C 1.739588 -0.187293 -2.285717
C -0.829509 2.767350 2.834481
C -0.494470 1.279641 2.958807
C -2.346686 2.890708 2.659929
C -2.827705 4.331009 2.743749
H -0.068608 -3.780646 -1.477685
H -1.071513 -3.148405 -2.575024
H 0.585871 -2.131031 -3.787154
H 1.349876 -1.751467 -0.860541
H -0.663003 -0.280432 -2.092829
H 1.320874 0.202222 -3.222883
H 1.719137 0.611979 -1.538012
H 2.773052 -0.485540 -2.475529
H 1.111111 -4.726815 -3.282003
H -0.452343 3.132282 0.891419
H 0.854999 3.337617 1.844455
H -0.572157 3.206694 3.807024
H -2.818518 2.282756 3.444386
H -3.560795 2.356691 1.223958
H -2.298238 4.946682 2.011965
H -2.647923 4.741069 3.742948
H -3.905839 4.386295 2.551711
H 0.607691 -0.065019 2.294362
N -0.145294 -3.550773 -2.467687
N -0.145649 3.498937 1.788553
O 3.281913 -2.715170 -2.893496
O -0.410461 -0.978886 -1.476337
O 2.077121 -4.537995 -3.327419
O -1.020001 0.526805 3.743881
O -2.609197 2.323163 1.379672
O 0.481841 0.882193 2.120226

Cartesian forces (eV/Å) of the 2 atoms listed first:
0.023 0.009 -0.044
0.332 0.310 0.039

Want to see where the charge sits? The Löwdin charges in e are:
1. C -0.2559
2. C -0.4868
3. C -0.3987
4. C -0.0344
5. C -0.2791
6. C -0.4794
7. C -0.4007
8. C -0.0441
9. H 0.1040
10. H 0.0909
11. H 0.1661
12. H 0.1533
13. H 0.0939
14. H 0.0902
15. H 0.0851
16. H 0.0780
17. H 0.0962
18. H 0.0828
19. H 0.0822
20. H 0.1628
21. H 0.1439
22. H 0.0997
23. H 0.0788
24. H 0.0857
25. H 0.0797
26. H 0.1311
27. N 0.0462
28. N 0.0688
29. O 0.1048
30. O -0.0398
31. O 0.1087
32. O 0.1054
33. O -0.0248
34. O 0.1051


[5]
# C8H18N2Si

A structure of composition C8H18N2Si at a distorted geometry (the ωB97M-V functional and the def2-TZVPD basis, OMol25).

Computed properties:
HOMO level ... -0.2409 Eh
Kohn-Sham gap ... 0.272 Ha
Energy above the lowest of the compared OMol25 structures with the same formula, charge and spin ... 60.3 kJ/mol
Net charge ... 0
Spin multiplicity ... 1

Element x y z (Å)
C 1.839073 1.734807 -0.049048
C 0.520804 1.775194 -0.084472
C -2.576841 1.423184 -0.724166
C -1.990741 -0.861331 -1.047827
C -1.827969 0.087558 1.407085
C 3.809005 0.264669 -0.159809
C 1.215729 -1.848708 1.112978
C -1.729397 0.338733 -0.122375
N 2.450603 0.511794 -0.207698
N -0.057996 0.519690 -0.226614
Si 1.175814 -0.642406 -0.255051
H 2.543700 2.535552 0.202353
H -0.021691 2.685678 0.108044
H -3.571988 1.097616 -1.002964
H -2.392516 2.243136 0.049090
H -2.083757 1.935256 -1.632090
H -1.510561 -1.793878 -0.668056
H -1.500861 -0.596131 -1.959761
H -2.972550 -1.164749 -1.297889
H -0.964570 0.437631 1.958541
H -2.576091 0.652817 1.762652
H -1.909779 -0.996132 1.637855
H 4.192515 0.241028 0.910440
H 4.119851 -0.712884 -0.718427
H 4.438914 1.069860 -0.465066
H 0.415329 -2.635537 0.989864
H 2.159673 -2.445716 1.194763
H 0.929084 -1.450071 2.120286
H 1.052078 -1.463479 -1.435460

Cartesian forces (eV/Å) of the 2 atoms listed first:
2.431 1.970 0.524
-0.504 0.546 0.524

Want to see where the charge sits? The Löwdin charges in e are:
1. C -0.1920
2. C -0.1978
3. C -0.0635
4. C -0.0822
5. C -0.0255
6. C -0.1612
7. C -0.2062
8. C -0.4687
9. N -0.2421
10. N -0.1045
11. Si 0.4485
12. H 0.1175
13. H 0.1043
14. H 0.0823
15. H 0.0963
16. H 0.1156
17. H 0.0757
18. H 0.0716
19. H 0.0653
20. H 0.0763
21. H 0.0240
22. H 0.0956
23. H 0.0936
24. H 0.1177
25. H 0.0584
26. H 0.0346
27. H 0.0375
28. H 0.0395
29. H -0.0104


[6]
# C8H18NO2

A cluster of 2 separate species, C8H18NO2 in total at a distorted geometry (the ωB97M-V functional and the def2-TZVPD basis, OMol25).

Computed properties:
HOMO level ... -0.4590 Eh
Kohn-Sham gap ... 0.330 Ha
Energy above the lowest of the compared OMol25 structures with the same formula, charge and spin ... 191.1 kJ/mol
Net charge ... +1
Spin multiplicity ... 1

Element x y z (Å)
C 0.292610 1.901030 -1.729868
C 0.401273 2.702244 -0.415252
C 0.807828 0.537992 -0.069378
C 2.173833 -1.686823 -0.524041
C 2.092404 -0.470053 1.719650
C -1.936909 -1.042230 1.569476
C -2.354091 0.401374 -0.423859
C 1.378406 -0.734696 0.431172
N -1.525283 -0.593649 0.342467
O 0.535036 0.539565 -1.314323
O 0.777212 1.696982 0.502756
H -0.750004 2.084714 -2.202602
H 0.902818 2.162589 -2.559753
H 1.157585 3.582422 -0.205532
H -0.580910 3.123232 -0.222850
H 2.126599 -2.741291 -0.121169
H 3.194769 -1.262737 -0.489714
H 1.781356 -1.726734 -1.525078
H 3.099429 -0.087293 1.393391
H 2.183817 -1.379220 2.379671
H 1.518384 0.371495 2.185950
H -1.022947 -1.257627 2.092857
H -2.526844 -0.165850 1.936888
H -2.695833 -1.876119 1.610800
H -2.292361 1.349945 0.243955
H -1.991350 0.362846 -1.482980
H -3.359761 0.045499 -0.407445
H 0.487467 -1.274945 0.618245
H -1.283423 -1.353080 -0.361149

Cartesian forces (eV/Å) of the 2 atoms listed first:
-2.312 1.625 -1.065
0.878 2.415 -0.581

Want to see where the charge sits? The Löwdin charges in e are:
1. C -0.0501
2. C -0.0603
3. C -0.2923
4. C 0.0032
5. C -0.0351
6. C -0.1465
7. C -0.0661
8. C -0.3448
9. N -0.2580
10. O 0.1029
11. O 0.1092
12. H 0.1608
13. H 0.1270
14. H 0.1924
15. H 0.1242
16. H 0.1183
17. H 0.0938
18. H 0.0726
19. H 0.1106
20. H 0.1214
21. H 0.1005
22. H 0.0748
23. H 0.1067
24. H 0.1118
25. H 0.1191
26. H 0.0908
27. H 0.0683
28. H 0.0942
29. H 0.1507


[7]
# C8H18NO2PS

A cluster of 2 separate species, C8H18NO2PS in total at a distorted geometry (the ωB97M-V functional and the def2-TZVPD basis, OMol25).

Computed properties:
HOMO level ... -0.3032 Eh
Kohn-Sham gap ... 0.330 Ha
Energy above the lowest of the compared OMol25 structures with the same formula, charge and spin ... 340.8 kJ/mol
Net charge ... 0
Spin multiplicity ... 1

Element x y z (Å)
C -2.443198 1.559596 -0.984641
C -3.091033 0.297747 -0.327075
C -1.570236 2.406748 0.093447
C 3.002998 -0.573626 -1.467454
C 3.014493 1.360574 -0.030595
C 3.294216 -0.926917 1.054081
C -2.369044 -1.876441 0.345395
C 3.193117 0.052664 -0.136384
N -2.117189 -0.535595 0.387428
O -0.212366 -0.746453 1.955669
O -0.948809 1.459635 0.998804
P -0.483249 -0.037228 0.546994
S -1.811824 -2.718323 -1.188372
H -1.852993 1.189460 -1.798215
H -3.046766 2.307199 -1.511604
H -3.864502 0.625102 0.393250
H -3.671166 -0.355126 -1.008473
H -0.912094 3.007999 -0.487858
H -2.202304 2.993923 0.754894
H 1.978304 -0.289558 -1.781936
H 3.807635 -0.340673 -2.145967
H 2.942077 -1.678121 -1.271059
H 2.753164 2.050380 -0.732542
H 3.367209 1.796480 0.833012
H -0.760958 -0.463882 2.683945
H 3.076571 -0.506519 2.017043
H 2.501917 -1.636680 0.992186
H 4.275538 -1.502646 1.025085
H -3.540059 -2.115504 0.384423
H -1.805631 -2.382441 1.114379
H -0.503829 -2.421761 -0.707866

Cartesian forces (eV/Å) of the 2 atoms listed first:
0.434 0.480 1.378
-0.937 1.036 0.304

Want to see where the charge sits? The Löwdin charges in e are:
1. C -0.1368
2. C -0.2094
3. C -0.1701
4. C -0.0895
5. C 0.0191
6. C -0.0677
7. C -0.6784
8. C -0.4267
9. N -0.3798
10. O -0.2288
11. O -0.3350
12. P 0.8238
13. S 0.6397
14. H 0.0856
15. H 0.1066
16. H 0.1172
17. H 0.1060
18. H 0.0931
19. H 0.1138
20. H 0.0756
21. H 0.0733
22. H 0.0822
23. H 0.0331
24. H 0.0343
25. H 0.0700
26. H 0.0606
27. H 0.0421
28. H 0.1003
29. H 0.1259
30. H 0.0495
31. H -0.1297


[8]
# C8H18NOP

A cluster of 2 separate species, C8H18NOP in total at a distorted geometry (the ωB97M-V functional and the def2-TZVPD basis, OMol25).

Computed properties:
HOMO level (alpha / beta) ... -0.2711 / -0.2711 Eh
Kohn-Sham gap (alpha / beta) ... 0.281 / 0.281 Ha
Energy above the lowest of the compared OMol25 structures with the same formula, charge and spin ... 358.9 kJ/mol
Net charge ... 0
Spin multiplicity ... 1

Element x y z (Å)
C 3.221215 -2.394142 3.104700
C 3.169660 -1.147478 3.595835
C -3.080526 2.294055 -0.719097
C 1.008848 1.828283 -1.579055
C -0.825072 -1.946792 -1.533855
C -2.365984 1.077095 -0.182571
C -0.459989 1.907769 -1.519976
C 0.380842 -1.472783 -0.691244
N -0.985230 1.058756 -0.674320
O -0.691179 -0.709888 1.522959
P 0.138378 -0.015361 0.495245
H 3.782723 -2.800083 2.207676
H 2.694751 -3.296844 3.460356
H 3.841564 -0.288102 3.215735
H -3.292752 1.999367 -1.661726
H -3.966471 2.352149 -0.215128
H -2.445937 3.071244 -0.532462
H 1.336602 2.748606 -1.951117
H 1.436167 1.712840 -0.497133
H 1.366236 0.917993 -2.192624
H -0.818973 -1.456376 -2.583188
H -0.621577 -3.016767 -1.540354
H -1.644984 -1.688379 -1.018966
H -2.094522 1.031576 0.872993
H -2.664296 -0.007784 -0.500583
H 2.680099 -0.847342 4.470027
H -0.901093 2.734569 -1.916049
H 1.174637 -1.501468 -1.457136
H 0.626863 -2.144713 0.021058

Cartesian forces (eV/Å) of the 2 atoms listed first:
0.198 -0.928 -0.896
2.540 0.130 -1.884

Want to see where the charge sits? The Löwdin charges in e are:
1. C -0.1002
2. C -0.0883
3. C -0.0488
4. C -0.1205
5. C -0.1392
6. C -0.2204
7. C -0.1509
8. C -0.3685
9. N -0.1909
10. O -0.4861
11. P 0.7725
12. H 0.0573
13. H 0.0430
14. H 0.0750
15. H 0.0570
16. H 0.0587
17. H 0.0578
18. H 0.0442
19. H 0.0575
20. H 0.1124
21. H 0.1016
22. H 0.0730
23. H -0.0180
24. H 0.0945
25. H 0.1500
26. H 0.0148
27. H 0.0893
28. H 0.0698
29. H 0.0033


> net charge of number 5 (C8H18N2Si)?

0


> Which value of spin multiplicity does entry 4 give?

1


> Number 4 is which compound?

C8H18N2O6